{
  "formula": "C55H124O32",
  "method": "ωB97M-V with the def2-TZVPD basis set",
  "symbols": ["C", "O", "C", "O", "O", "C", "H", "H", "H", "H", "H", "H", "C", "O", "C", "O", "O", "C", "H", "H", "H", "H", "H", "H", "C", "O", "C", "O", "O", "C", "H", "H", "H", "H", "H", "H", "C", "O", "C", "C", "O", "C", "C", "O", "C", "H", "H", "H", "H", "H", "H", "H", "H", "H", "H", "H", "H", "H", "H", "C", "O", "C", "C", "O", "C", "C", "O", "C", "H", "H", "H", "H", "H", "H", "H", "H", "H", "H", "H", "H", "H", "H", "C", "O", "C", "C", "O", "C", "C", "O", "C", "H", "H", "H", "H", "H", "H", "H", "H", "H", "H", "H", "H", "H", "H", "C", "O", "C", "C", "O", "C", "C", "O", "C", "H", "H", "H", "H", "H", "H", "H", "H", "H", "H", "H", "H", "H", "H", "C", "O", "C", "C", "O", "C", "C", "O", "C", "H", "H", "H", "H", "H", "H", "H", "H", "H", "H", "H", "H", "H", "H", "C", "O", "C", "C", "O", "C", "C", "O", "C", "H", "H", "H", "H", "H", "H", "H", "H", "H", "H", "H", "H", "H", "H", "C", "O", "C", "C", "O", "C", "C", "O", "C", "H", "H", "H", "H", "H", "H", "H", "H", "H", "H", "H", "H", "H", "H", "O", "C", "O", "C", "C", "C", "H", "H", "H", "H", "H", "H", "H", "H"],
  "positions_angstrom": [[15.97, 22.83, 19.52], [14.97, 22.59, 20.43], [15.35, 22.64, 21.81], [16.51, 22.87, 22.25], [14.29, 22.45, 22.59], [13.05, 21.91, 22.16], [15.53, 23.03, 18.55], [16.60, 21.96, 19.32], [16.45, 23.75, 19.86], [12.59, 22.35, 21.28], [12.33, 21.79, 22.98], [13.20, 20.85, 21.96], [16.26, 19.84, 16.16], [15.90, 18.88, 17.12], [16.72, 18.75, 18.22], [17.71, 19.45, 18.39], [16.18, 17.68, 18.94], [16.82, 17.21, 20.04], [16.82, 20.66, 16.61], [15.44, 20.30, 15.60], [16.93, 19.41, 15.42], [17.91, 17.26, 19.92], [16.48, 16.23, 20.37], [16.64, 17.93, 20.84], [19.60, 16.63, 11.30], [20.00, 16.51, 12.72], [19.36, 17.23, 13.67], [18.50, 18.07, 13.55], [19.75, 16.71, 14.86], [19.18, 17.20, 16.08], [20.20, 16.00, 10.65], [19.82, 17.67, 11.03], [18.56, 16.39, 11.10], [19.53, 18.22, 16.20], [19.61, 16.67, 16.93], [18.10, 17.05, 16.12], [25.04, 18.79, 19.22], [24.41, 20.02, 19.42], [23.99, 20.44, 20.77], [23.15, 19.46, 21.60], [22.14, 18.83, 20.87], [21.55, 17.77, 21.56], [20.18, 17.43, 21.04], [19.14, 18.14, 21.71], [19.24, 19.53, 21.61], [24.35, 17.95, 19.21], [25.65, 18.58, 20.10], [25.77, 18.79, 18.42], [23.51, 21.39, 20.57], [24.92, 20.67, 21.29], [22.87, 19.99, 22.51], [23.75, 18.64, 21.99], [21.45, 17.83, 22.64], [22.23, 16.93, 21.51], [20.01, 16.36, 21.17], [20.10, 17.65, 19.97], [18.40, 19.94, 22.17], [19.26, 19.85, 20.57], [20.16, 19.90, 22.06], [14.36, 21.67, 11.13], [15.19, 20.60, 11.65], [14.64, 19.87, 12.82], [13.66, 18.78, 12.26], [12.46, 19.41, 11.78], [11.57, 18.45, 11.23], [10.40, 19.16, 10.62], [10.79, 19.68, 9.36], [9.82, 20.36, 8.55], [13.93, 22.25, 11.95], [13.53, 21.39, 10.49], [15.01, 22.25, 10.46], [14.07, 20.49, 13.52], [15.51, 19.38, 13.27], [13.33, 18.11, 13.06], [14.15, 18.33, 11.40], [11.25, 17.80, 12.05], [12.08, 17.85, 10.48], [10.15, 20.04, 11.22], [9.52, 18.52, 10.74], [9.01, 19.72, 8.23], [10.31, 20.83, 7.70], [9.38, 21.13, 9.18], [12.42, 16.40, 20.64], [11.62, 16.47, 19.50], [12.17, 17.20, 18.39], [12.59, 18.61, 18.66], [11.71, 19.53, 19.44], [10.31, 19.70, 19.13], [9.51, 20.30, 20.29], [9.30, 19.51, 21.40], [10.40, 19.56, 22.31], [12.46, 17.42, 21.03], [13.42, 16.06, 20.38], [11.94, 15.85, 21.46], [11.35, 17.23, 17.67], [12.94, 16.59, 17.91], [12.99, 19.15, 17.80], [13.46, 18.44, 19.29], [10.05, 18.69, 18.81], [10.19, 20.33, 18.25], [8.59, 20.53, 19.75], [9.90, 21.29, 20.54], [10.34, 18.80, 23.09], [10.34, 20.55, 22.78], [11.33, 19.43, 21.76], [13.17, 12.66, 15.94], [13.82, 12.39, 17.20], [14.14, 13.61, 17.86], [14.96, 13.29, 19.08], [14.15, 12.98, 20.22], [14.75, 13.33, 21.50], [15.97, 12.51, 21.92], [17.17, 12.87, 21.25], [18.26, 11.95, 21.53], [12.21, 13.18, 15.93], [13.03, 11.77, 15.32], [13.83, 13.28, 15.33], [13.31, 14.24, 18.18], [14.79, 14.20, 17.22], [15.50, 14.22, 19.28], [15.67, 12.49, 18.89], [13.99, 13.13, 22.25], [14.93, 14.41, 21.45], [15.69, 11.50, 21.60], [16.13, 12.69, 22.99], [18.22, 10.89, 21.26], [18.50, 11.99, 22.59], [19.10, 12.43, 21.01], [18.34, 14.20, 18.22], [17.61, 14.19, 17.04], [17.67, 13.08, 16.20], [19.11, 12.76, 15.64], [19.93, 12.18, 16.58], [19.80, 10.81, 16.86], [21.10, 10.34, 17.47], [22.18, 10.18, 16.60], [22.95, 11.34, 16.20], [18.38, 13.20, 18.66], [17.84, 14.77, 19.00], [19.32, 14.66, 18.09], [17.10, 13.35, 15.32], [17.16, 12.20, 16.59], [19.58, 13.67, 15.28], [19.11, 12.12, 14.76], [19.54, 10.21, 15.99], [19.05, 10.62, 17.64], [20.97, 9.30, 17.77], [21.41, 10.81, 18.40], [22.49, 11.71, 15.28], [23.98, 11.05, 16.02], [22.83, 12.14, 16.93], [18.57, 21.16, 11.84], [19.33, 21.95, 12.73], [19.64, 21.24, 13.94], [20.10, 22.18, 15.06], [19.23, 23.34, 15.07], [19.48, 24.25, 16.13], [19.04, 23.78, 17.59], [20.05, 23.10, 18.31], [19.63, 22.47, 19.53], [17.77, 20.71, 12.43], [19.04, 20.32, 11.33], [18.06, 21.69, 11.04], [20.48, 20.60, 13.67], [18.76, 20.66, 14.25], [21.08, 22.62, 14.83], [20.17, 21.68, 16.02], [19.11, 25.22, 15.82], [20.57, 24.38, 16.16], [18.24, 23.05, 17.47], [18.59, 24.60, 18.15], [18.88, 21.68, 19.47], [19.21, 23.26, 20.15], [20.50, 22.05, 20.02], [11.31, 10.36, 13.85], [11.57, 11.48, 12.96], [12.60, 11.26, 12.00], [13.08, 12.56, 11.29], [14.07, 13.20, 12.13], [14.45, 14.49, 11.65], [15.45, 15.21, 12.55], [14.99, 15.53, 13.85], [15.93, 16.19, 14.62], [12.21, 9.85, 14.19], [10.80, 9.56, 13.33], [10.76, 10.62, 14.76], [12.21, 10.62, 11.20], [13.43, 10.64, 12.33], [12.20, 13.19, 11.20], [13.58, 12.37, 10.34], [13.61, 15.18, 11.69], [14.87, 14.51, 10.65], [15.62, 16.18, 12.09], [16.39, 14.66, 12.62], [15.44, 16.24, 15.59], [16.16, 17.22, 14.37], [16.88, 15.68, 14.79], [15.90, 23.29, 15.62], [16.23, 23.99, 14.64], [16.37, 25.34, 14.70], [16.23, 25.96, 16.01], [16.41, 27.47, 15.87], [16.33, 23.41, 13.28], [16.86, 25.47, 16.75], [15.19, 25.78, 16.26], [17.44, 27.69, 15.62], [16.21, 27.90, 16.86], [15.71, 27.88, 15.14], [15.44, 23.62, 12.68], [16.48, 22.33, 13.29], [17.16, 23.90, 12.77]],
  "largest_force_ev_per_a": 5.085,
  "spin_multiplicity": 1,
  "homo_lumo_gap_ev": 9.71,
  "smiles": "CCOC(C)=O.COC(=O)OC.COC(=O)OC.COC(=O)OC.COCCOCCOC.COCCOCCOC.COCCOCCOC.COCCOCCOC.COCCOCCOC.COCCOCCOC.COCCOCCOC",
  "total_charge": 0
}